Entry 1:
DFT (ωB97M-V/def2-TZVPD) results for 8 unconnected molecules or ions with the total composition C30H75NO8 at a distorted geometry.

Gap between HOMO and LUMO = 8.88 eV
SMILES = CC1(C)CCCC(C)(C)N1O.CC(C)O.CC(C)O.CC(C)O.CC(C)O.CC(C)O.CC(C)O.CC(C)O
Net charge = 0
Highest occupied orbital energy = -8.424 eV
Electronic energy = -1844.625930 a.u.
ΔE to the lowest compared entry with this formula, charge and spin = 0.167 eV

The geometry in XYZ format:
```
114
Properties=species:S:1:pos:R:3:lowdin_charge:R:1
C -0.710 1.642 2.980 -0.030
C -0.394 3.135 2.897 -0.517
C -0.100 3.584 4.333 -0.025
C 0.888 3.219 2.063 -0.148
C 1.261 4.643 1.671 -0.165
C 0.103 5.289 0.921 -0.137
C -1.239 5.211 1.665 -0.506
C -1.235 6.325 2.744 -0.022
C -2.336 5.570 0.671 -0.041
N -1.443 3.863 2.198 -0.077
O -2.649 3.811 2.957 -0.011
H 0.230 1.146 3.252 0.053
H -1.340 1.392 3.839 0.090
H -1.085 1.176 2.075 0.068
H 0.647 2.931 4.787 0.087
H 0.246 4.611 4.440 0.062
H -1.010 3.523 4.938 0.087
H 1.727 2.761 2.595 0.119
H 0.764 2.601 1.164 0.102
H 1.475 5.177 2.598 0.108
H 2.169 4.589 1.069 0.105
H 0.048 4.960 -0.117 0.121
H 0.384 6.348 0.884 0.115
H -0.456 6.119 3.473 0.058
H -2.205 6.384 3.234 0.082
H -1.032 7.276 2.254 0.086
H -1.990 6.346 -0.018 0.086
H -3.182 6.077 1.155 0.083
H -2.786 4.758 0.105 0.067
H -3.154 3.167 2.449 0.068
C -0.360 -1.983 -1.858 -0.050
C 0.494 -0.877 -1.307 -0.461
C -0.224 0.178 -0.468 -0.030
O 1.546 -1.449 -0.522 -0.062
H 0.253 -2.725 -2.388 0.079
H -1.073 -1.702 -2.640 0.087
H -0.897 -2.575 -1.118 0.057
H 0.964 -0.357 -2.141 0.109
H 0.318 1.113 -0.606 0.057
H -0.122 -0.068 0.594 0.065
H -1.302 0.292 -0.583 0.080
H 1.135 -1.958 0.185 0.094
C 4.433 -0.537 4.581 -0.067
C 3.901 -0.648 3.176 -0.488
C 2.390 -0.348 3.098 -0.052
O 4.657 0.264 2.372 -0.063
H 5.518 -0.587 4.575 0.080
H 4.028 -1.343 5.204 0.082
H 4.091 0.379 5.069 0.078
H 4.070 -1.678 2.830 0.132
H 2.108 0.374 3.861 0.062
H 1.870 -1.290 3.311 0.083
H 2.129 -0.061 2.080 0.060
H 4.504 0.019 1.445 0.038
C 1.512 -0.677 -5.089 -0.068
C 1.392 -1.501 -6.352 -0.492
C 0.728 -2.832 -6.174 -0.062
O 0.641 -0.772 -7.349 -0.058
H 2.284 0.088 -5.150 0.070
H 1.814 -1.346 -4.271 0.072
H 0.568 -0.217 -4.793 0.086
H 2.402 -1.616 -6.763 0.137
H 0.737 -3.402 -7.101 0.081
H -0.307 -2.733 -5.836 0.085
H 1.221 -3.438 -5.408 0.080
H 1.254 -0.251 -7.874 0.082
C 2.483 -5.574 1.146 -0.060
C 1.371 -6.262 0.357 -0.481
C 1.246 -5.662 -1.032 -0.052
O 1.730 -7.636 0.117 -0.058
H 2.583 -5.984 2.154 0.076
H 2.308 -4.501 1.259 0.066
H 3.427 -5.688 0.609 0.086
H 0.425 -6.192 0.899 0.134
H 1.247 -4.571 -0.997 0.059
H 0.332 -6.043 -1.487 0.068
H 2.099 -5.964 -1.639 0.088
H 1.574 -8.134 0.924 0.084
C -5.083 3.086 0.637 -0.070
C -5.807 1.756 0.537 -0.495
C -5.339 0.994 -0.635 -0.070
O -5.540 0.976 1.730 -0.051
H -5.311 3.673 1.529 0.087
H -5.325 3.732 -0.211 0.088
H -4.006 2.893 0.626 0.064
H -6.883 1.951 0.476 0.139
H -5.478 1.584 -1.549 0.091
H -5.887 0.068 -0.783 0.079
H -4.265 0.793 -0.617 0.080
H -6.132 1.291 2.419 0.084
C 4.082 0.565 -2.688 -0.045
C 4.303 1.002 -1.233 -0.456
C 3.277 2.016 -0.755 -0.038
O 4.257 -0.163 -0.401 -0.072
H 4.633 -0.367 -2.790 0.087
H 4.415 1.304 -3.414 0.082
H 3.008 0.399 -2.810 0.050
H 5.321 1.391 -1.158 0.141
H 2.322 1.496 -0.638 0.054
H 3.162 2.802 -1.505 0.090
H 3.551 2.447 0.206 0.080
H 3.346 -0.485 -0.432 0.055
C -4.174 -3.580 -1.701 -0.050
C -3.602 -4.598 -0.741 -0.507
C -2.978 -5.801 -1.436 -0.058
O -2.664 -4.011 0.138 -0.046
H -4.830 -2.929 -1.125 0.078
H -4.734 -4.030 -2.517 0.084
H -3.380 -2.941 -2.103 0.070
H -4.446 -4.999 -0.166 0.135
H -2.677 -6.552 -0.707 0.078
H -2.120 -5.506 -2.048 0.072
H -3.698 -6.265 -2.116 0.078
H -2.419 -3.146 -0.197 0.046
```

***

Entry 2:
DFT (ωB97M-V/def2-TZVPD) results for 7 unconnected molecules or ions with the total composition C30H76FN7O8 at a distorted geometry.

Gap between HOMO and LUMO = 8.93 eV
SMILES = O=C1N[C@H](CCO)C[C@H]1F.COC[C@@H](C)N.COC[C@@H](C)N.COC[C@@H](C)N.COC[C@@H](C)N.COC[C@@H](C)N.COC[C@@H](C)N
Net charge = 0
Highest occupied orbital energy = -8.561 eV
Electronic energy = -2273.534390 a.u.

The geometry in XYZ format:
```
122
Properties=species:S:1:pos:R:3:lowdin_charge:R:1
O -2.185 5.050 1.766 0.052
C -2.847 5.315 0.756 -0.314
N -3.870 6.301 0.569 0.064
C -4.347 6.660 -0.785 -0.271
C -5.846 6.284 -1.216 -0.112
C -6.522 5.115 -0.362 -0.231
O -6.593 3.916 -1.185 -0.113
C -3.257 5.866 -1.688 -0.060
C -2.771 4.661 -0.724 -0.163
F -1.399 4.279 -0.820 -0.029
H -4.191 6.843 1.372 0.150
H -4.188 7.779 -0.874 0.144
H -5.804 5.977 -2.318 0.120
H -6.463 7.245 -1.109 0.117
H -5.987 4.855 0.603 0.116
H -7.575 5.451 -0.066 0.124
H -5.679 3.575 -1.257 0.071
H -3.697 5.401 -2.633 0.116
H -2.322 6.467 -1.972 0.133
H -3.543 3.843 -0.947 0.149
C 0.264 -0.234 1.452 -0.111
O -0.813 0.685 1.390 -0.191
C -1.374 1.021 2.654 -0.200
C -0.581 2.083 3.443 -0.416
C 0.691 1.539 4.091 -0.073
N -0.236 3.234 2.603 0.058
H 0.133 -0.970 2.250 0.078
H 1.208 0.300 1.575 0.075
H 0.310 -0.763 0.498 0.088
H -2.363 1.436 2.433 0.119
H -1.543 0.117 3.253 0.116
H -1.229 2.434 4.254 0.136
H 1.505 1.416 3.374 0.063
H 1.049 2.231 4.858 0.073
H 0.508 0.575 4.572 0.071
H -1.099 3.661 2.258 0.023
H 0.206 2.870 1.758 0.076
C 3.218 -2.867 0.987 -0.096
O 2.649 -2.199 2.101 -0.208
C 2.236 -3.060 3.154 -0.202
C 3.376 -3.527 4.082 -0.425
C 4.259 -4.611 3.467 -0.067
N 4.222 -2.404 4.505 0.039
H 2.747 -3.837 0.802 0.079
H 4.294 -2.985 1.129 0.076
H 3.071 -2.238 0.107 0.088
H 1.534 -2.471 3.755 0.114
H 1.667 -3.910 2.758 0.121
H 2.911 -3.959 4.975 0.135
H 4.968 -4.210 2.741 0.066
H 4.849 -5.102 4.245 0.078
H 3.656 -5.376 2.973 0.066
H 3.647 -1.733 5.010 0.070
H 4.499 -1.899 3.663 0.070
C -10.442 -0.378 0.941 -0.109
O -9.468 0.371 0.234 -0.190
C -9.826 1.727 -0.006 -0.200
C -9.601 2.669 1.195 -0.430
C -10.656 2.527 2.290 -0.075
N -8.271 2.482 1.785 0.044
H -11.461 -0.078 0.681 0.090
H -10.279 -0.289 2.016 0.073
H -10.313 -1.429 0.676 0.087
H -9.176 2.062 -0.821 0.118
H -10.854 1.795 -0.383 0.119
H -9.666 3.696 0.818 0.128
H -10.498 1.643 2.910 0.064
H -10.623 3.391 2.959 0.076
H -11.660 2.473 1.864 0.077
H -7.568 2.684 1.076 0.052
H -8.155 1.484 1.962 0.072
C 2.650 -7.446 0.608 -0.106
O 2.946 -6.292 -0.163 -0.212
C 4.042 -6.446 -1.057 -0.195
C 3.698 -7.172 -2.373 -0.424
C 3.544 -8.683 -2.217 -0.068
N 2.480 -6.627 -2.986 0.051
H 3.551 -8.005 0.875 0.094
H 1.946 -8.086 0.073 0.075
H 2.161 -7.118 1.527 0.081
H 4.359 -5.428 -1.309 0.119
H 4.892 -6.918 -0.548 0.121
H 4.531 -7.004 -3.064 0.119
H 2.586 -8.962 -1.773 0.064
H 3.591 -9.170 -3.195 0.077
H 4.343 -9.098 -1.599 0.078
H 2.629 -5.640 -3.187 0.062
H 1.757 -6.620 -2.267 0.072
C 2.451 5.034 2.852 -0.114
O 3.792 5.499 2.930 -0.195
C 4.538 5.344 1.731 -0.211
C 4.277 6.432 0.670 -0.433
C 2.952 6.261 -0.068 -0.076
N 4.329 7.778 1.253 0.033
H 2.357 4.153 2.213 0.072
H 1.796 5.833 2.502 0.074
H 2.130 4.766 3.859 0.080
H 5.590 5.412 2.030 0.118
H 4.399 4.337 1.317 0.117
H 5.074 6.354 -0.078 0.132
H 2.096 6.587 0.526 0.064
H 2.948 6.862 -0.982 0.074
H 2.792 5.219 -0.356 0.077
H 5.254 7.927 1.651 0.069
H 3.714 7.779 2.067 0.070
C 6.210 -4.640 -4.510 -0.102
O 5.238 -5.592 -4.909 -0.213
C 4.134 -5.043 -5.622 -0.211
C 4.410 -4.774 -7.115 -0.428
C 5.261 -3.532 -7.367 -0.074
N 5.045 -5.928 -7.762 0.038
H 5.761 -3.678 -4.246 0.093
H 6.957 -4.511 -5.296 0.075
H 6.724 -5.034 -3.631 0.086
H 3.340 -5.794 -5.557 0.113
H 3.753 -4.146 -5.115 0.119
H 3.441 -4.602 -7.598 0.136
H 6.321 -3.704 -7.168 0.064
H 5.184 -3.227 -8.414 0.077
H 4.927 -2.694 -6.751 0.077
H 4.423 -6.730 -7.686 0.073
H 5.848 -6.191 -7.192 0.070
```

***

Entry 3:
DFT (ωB97M-V/def2-TZVPD) results for 7 unconnected molecules or ions with the total composition C30H78N4O14 at a distorted geometry.

Gap between HOMO and LUMO = 8.32 eV
SMILES = COCCNCCOC.COCCNCCOC.COCCNCCOC.COCCNCCOC.OCCO.OCCO.OCCO
Net charge = 0
Highest occupied orbital energy = -7.901 eV
Electronic energy = -2461.900027 a.u.
ΔE to the lowest compared entry with this formula, charge and spin = 1.019 eV

The geometry in XYZ format:
```
126
Properties=species:S:1:pos:R:3:lowdin_charge:R:1
C -5.035 3.964 6.863 -0.124
O -3.762 3.498 7.122 -0.183
C -3.771 2.120 7.424 -0.275
C -2.405 1.700 7.684 -0.224
N -1.754 1.715 6.383 -0.069
C -0.474 1.053 6.359 -0.229
C 0.035 1.157 4.955 -0.270
O 1.270 0.484 4.789 -0.179
C 1.834 0.894 3.524 -0.082
H -5.655 3.629 7.675 0.075
H -5.429 3.490 5.951 0.098
H -4.981 5.037 6.851 0.089
H -4.128 1.542 6.531 0.137
H -4.483 1.881 8.226 0.124
H -2.322 0.658 8.012 0.126
H -1.881 2.400 8.414 0.148
H -1.640 2.654 6.119 0.094
H -0.460 -0.017 6.634 0.132
H 0.289 1.553 7.015 0.134
H 0.199 2.239 4.710 0.134
H -0.749 0.810 4.280 0.115
H 2.601 0.233 3.223 0.063
H 2.234 1.853 3.709 0.070
H 1.004 0.854 2.723 0.106
C 3.016 -7.805 -0.377 -0.115
O 3.186 -6.401 -0.281 -0.219
C 3.633 -5.764 -1.483 -0.195
C 3.695 -4.227 -1.173 -0.209
N 2.512 -3.658 -0.727 -0.085
C 1.350 -3.799 -1.529 -0.198
C 0.118 -3.246 -0.896 -0.202
O -0.232 -3.912 0.321 -0.186
C -1.360 -4.750 0.083 -0.096
H 2.714 -8.032 0.642 0.079
H 3.984 -8.351 -0.690 0.110
H 2.139 -7.997 -1.094 0.106
H 2.950 -5.866 -2.297 0.092
H 4.598 -6.191 -1.830 0.128
H 4.002 -3.737 -2.083 0.116
H 4.448 -4.035 -0.427 0.123
H 2.362 -3.953 0.230 0.133
H 1.236 -4.820 -1.867 0.113
H 1.605 -3.219 -2.438 0.122
H -0.773 -3.064 -1.573 0.133
H 0.458 -2.278 -0.493 0.088
H -1.136 -5.468 -0.705 0.090
H -2.219 -4.149 -0.174 0.062
H -1.532 -5.322 0.999 0.094
C -1.205 3.344 -2.454 -0.083
O -2.550 3.837 -2.327 -0.198
C -3.071 3.631 -1.031 -0.222
C -3.576 2.226 -0.740 -0.215
N -4.802 1.900 -1.430 -0.050
C -4.762 1.573 -2.804 -0.205
C -4.175 0.188 -3.243 -0.221
O -2.823 0.175 -2.874 -0.195
C -2.337 -1.159 -2.982 -0.106
H -1.275 2.310 -2.810 0.081
H -0.696 3.481 -1.474 0.083
H -0.762 3.975 -3.236 0.087
H -3.880 4.365 -0.880 0.128
H -2.333 3.864 -0.264 0.109
H -3.780 2.122 0.321 0.118
H -2.821 1.507 -1.012 0.083
H -5.246 1.182 -0.840 0.103
H -4.168 2.347 -3.297 0.116
H -5.726 1.633 -3.308 0.108
H -4.429 0.076 -4.341 0.133
H -4.680 -0.681 -2.739 0.121
H -2.403 -1.528 -4.029 0.103
H -2.969 -1.867 -2.390 0.093
H -1.312 -1.200 -2.791 0.028
C 1.587 1.947 -5.398 -0.093
O 1.947 1.796 -4.012 -0.231
C 2.712 2.892 -3.535 -0.203
C 2.576 2.819 -2.017 -0.163
N 3.234 3.932 -1.244 -0.039
C 3.269 3.697 0.168 -0.221
C 4.407 2.806 0.648 -0.259
O 4.073 2.224 1.872 -0.205
C 5.239 1.519 2.286 -0.105
H 2.423 1.893 -6.071 0.079
H 1.098 2.917 -5.583 0.091
H 0.871 1.158 -5.652 0.075
H 2.312 3.839 -3.957 0.123
H 3.715 2.698 -3.971 0.132
H 2.934 1.879 -1.637 0.094
H 1.493 2.810 -1.865 0.095
H 2.634 4.756 -1.381 0.114
H 2.369 3.356 0.635 0.109
H 3.516 4.613 0.687 0.118
H 5.329 3.291 0.773 0.098
H 4.652 2.074 -0.120 0.119
H 4.901 1.202 3.318 0.099
H 6.073 2.183 2.454 0.079
H 5.475 0.623 1.654 0.109
O -5.024 -0.962 0.524 -0.048
C -3.618 -1.115 0.579 -0.234
C -2.910 -0.677 1.894 -0.242
O -1.546 -0.803 1.710 -0.065
H -5.412 -1.515 1.183 0.073
H -3.360 -2.181 0.371 0.117
H -3.250 -0.521 -0.211 0.077
H -3.319 -1.244 2.754 0.124
H -3.176 0.397 2.101 0.135
H -1.286 -1.733 1.606 0.100
O 2.733 -2.649 -5.433 -0.079
C 2.324 -1.417 -4.762 -0.210
C 0.790 -1.321 -4.649 -0.278
O 0.102 -1.257 -5.873 -0.067
H 3.665 -2.606 -5.715 0.091
H 2.638 -1.350 -3.712 0.104
H 2.632 -0.485 -5.247 0.102
H 0.621 -0.388 -4.103 0.102
H 0.498 -2.180 -4.033 0.099
H 0.466 -1.914 -6.519 0.113
O -0.104 1.296 0.022 -0.071
C 0.552 0.291 -0.697 -0.261
C 1.881 -0.021 -0.069 -0.267
O 2.756 -0.636 -0.979 -0.081
H -0.529 0.854 0.783 0.065
H -0.060 -0.619 -0.729 0.088
H 0.673 0.653 -1.716 0.106
H 1.718 -0.737 0.772 0.125
H 2.321 0.844 0.475 0.107
H 2.876 -1.583 -0.714 0.066
```

***

Entry 4:
DFT (ωB97M-V/def2-TZVPD) results for 11 unconnected molecules or ions with the total composition C30H79NO13 at a distorted geometry.

Gap between HOMO and LUMO = 9.89 eV
SMILES = NCCCCCCOC(=O)C[C@@H]1CO1.CCO.CCO.CCO.CCO.CCO.CCO.CCO.CCO.CCO.CCO
Net charge = 0
Highest occupied orbital energy = -9.392 eV
Electronic energy = -2223.135044 a.u.

The geometry in XYZ format:
```
123
Properties=species:S:1:pos:R:3:lowdin_charge:R:1
N -1.167 -6.784 1.579 0.013
C -0.230 -5.719 1.203 -0.267
C -0.815 -4.543 0.386 -0.181
C -1.950 -4.878 -0.588 -0.189
C -1.575 -4.879 -2.086 -0.173
C -0.146 -5.335 -2.416 -0.152
C 0.809 -4.213 -2.818 -0.141
O 0.387 -2.991 -2.199 -0.012
C 1.105 -1.914 -2.458 -0.502
O 1.971 -1.869 -3.290 0.115
C 0.743 -0.743 -1.587 -0.021
C -0.772 -0.553 -1.442 -0.337
C -1.288 -0.145 -0.117 -0.001
O -1.470 -1.509 -0.747 -0.066
H -1.138 -7.526 0.896 0.072
H -2.114 -6.434 1.609 0.033
H 0.615 -6.147 0.671 0.103
H 0.154 -5.284 2.127 0.078
H -1.205 -3.819 1.100 0.099
H 0.001 -4.041 -0.121 0.094
H -2.431 -5.820 -0.361 0.070
H -2.714 -4.116 -0.463 0.103
H -2.248 -5.581 -2.576 0.103
H -1.797 -3.916 -2.534 0.104
H 0.267 -5.924 -1.600 0.098
H -0.197 -6.004 -3.272 0.108
H 0.807 -4.099 -3.898 0.127
H 1.834 -4.419 -2.524 0.131
H 1.122 -0.894 -0.582 0.124
H 1.114 0.165 -2.051 0.117
H -1.283 -0.101 -2.290 0.152
H -2.269 0.302 -0.164 0.104
H -0.830 -0.438 0.811 0.115
C 4.613 1.056 1.554 -0.082
C 3.105 0.937 1.455 -0.309
O 2.627 1.216 0.139 -0.101
H 4.928 2.057 1.259 0.068
H 4.948 0.871 2.576 0.079
H 5.108 0.343 0.891 0.076
H 2.623 1.662 2.108 0.107
H 2.784 -0.066 1.759 0.109
H 3.031 0.584 -0.463 0.073
C 6.036 4.844 2.810 -0.085
C 5.381 4.187 4.010 -0.326
O 6.246 3.224 4.615 -0.087
H 6.313 4.091 2.071 0.067
H 5.364 5.563 2.341 0.060
H 6.951 5.365 3.106 0.074
H 4.481 3.657 3.708 0.095
H 5.096 4.935 4.757 0.106
H 7.042 3.680 4.901 0.075
C 0.831 4.263 -0.226 -0.079
C 0.369 3.475 -1.437 -0.308
O -0.322 4.303 -2.373 -0.087
H -0.020 4.731 0.271 0.071
H 1.344 3.611 0.482 0.059
H 1.518 5.060 -0.522 0.080
H -0.327 2.691 -1.139 0.106
H 1.222 3.003 -1.932 0.088
H 0.288 4.993 -2.653 0.081
C 1.989 7.642 4.312 -0.088
C 2.915 6.980 3.309 -0.322
O 2.636 5.589 3.159 -0.092
H 2.070 7.153 5.283 0.076
H 2.232 8.699 4.431 0.075
H 0.949 7.564 3.987 0.074
H 3.950 7.046 3.644 0.100
H 2.840 7.477 2.336 0.112
H 1.728 5.505 2.851 0.077
C 2.845 1.711 -5.805 -0.085
C 2.913 2.475 -4.496 -0.324
O 3.121 3.871 -4.707 -0.085
H 3.765 1.853 -6.372 0.076
H 2.701 0.644 -5.629 0.072
H 2.018 2.074 -6.419 0.073
H 3.746 2.123 -3.888 0.114
H 1.988 2.333 -3.927 0.089
H 2.385 4.197 -5.233 0.076
C -3.362 5.753 -2.672 -0.103
C -3.277 6.531 -1.377 -0.316
O -3.071 7.923 -1.617 -0.088
H -2.453 5.897 -3.253 0.061
H -3.487 4.685 -2.487 0.075
H -4.197 6.106 -3.278 0.061
H -2.431 6.197 -0.778 0.100
H -4.191 6.389 -0.787 0.107
H -3.803 8.239 -2.156 0.072
C -3.619 7.008 -7.274 -0.091
C -4.132 8.079 -6.329 -0.316
O -3.614 7.919 -5.011 -0.096
H -3.881 6.017 -6.901 0.075
H -4.042 7.130 -8.272 0.073
H -2.531 7.054 -7.355 0.072
H -5.215 8.021 -6.237 0.111
H -3.877 9.074 -6.708 0.108
H -2.655 7.979 -5.056 0.084
C 1.042 -9.356 3.568 -0.094
C 1.407 -8.369 4.659 -0.319
O 1.766 -7.106 4.109 -0.093
H 1.876 -9.485 2.878 0.075
H 0.776 -10.332 3.980 0.072
H 0.192 -8.978 2.996 0.054
H 2.266 -8.715 5.230 0.109
H 0.566 -8.242 5.351 0.107
H 1.011 -6.775 3.610 0.033
C -6.984 -5.928 0.831 -0.090
C -5.818 -6.896 0.774 -0.309
O -4.570 -6.218 0.626 -0.097
H -7.011 -5.315 -0.070 0.076
H -7.931 -6.462 0.921 0.074
H -6.886 -5.256 1.686 0.074
H -5.906 -7.554 -0.089 0.112
H -5.794 -7.518 1.675 0.109
H -4.466 -5.633 1.384 0.078
C -0.597 -4.484 5.117 -0.079
C -2.110 -4.453 5.191 -0.308
O -2.688 -4.424 3.885 -0.092
H -0.216 -3.616 4.579 0.081
H -0.147 -4.507 6.109 0.080
H -0.274 -5.375 4.576 0.045
H -2.462 -3.563 5.709 0.111
H -2.482 -5.330 5.732 0.110
H -2.381 -5.216 3.430 0.048
```